a) The following is a quantum chemistry calculation of a 9-piece molecular cluster, C39H102N12O15 overall, from OMol25.

ORCA input file:
```
! wB97M-V def2-TZVPD RIJCOSX def2/J DEFGRID3
* xyz 0 1
C -4.580 -5.037 9.551
O -4.216 -4.239 8.460
C -3.699 -5.049 7.425
C -3.560 -4.004 6.285
N -2.557 -4.417 5.272
C -2.423 -3.412 4.229
C -1.446 -3.911 3.100
O -0.059 -3.844 3.670
C 0.953 -4.190 2.684
H -3.794 -5.713 9.885
H -5.505 -5.603 9.447
H -4.826 -4.245 10.258
H -4.275 -5.872 7.001
H -2.682 -5.344 7.681
H -3.421 -3.023 6.740
H -4.577 -3.911 5.904
H -1.662 -4.614 5.696
H -1.968 -2.570 4.750
H -3.361 -3.133 3.749
H -1.547 -3.184 2.294
H -1.523 -4.914 2.680
H 0.478 -4.241 1.705
H 1.254 -5.157 3.088
H 1.718 -3.414 2.722
C -9.853 1.267 2.249
O -9.468 0.133 1.593
C -9.653 -1.057 2.373
C -8.769 -2.149 1.813
N -7.360 -1.792 2.126
C -6.369 -2.880 1.756
C -5.012 -2.392 1.920
O -4.907 -1.249 1.184
C -3.560 -0.775 1.042
H -9.622 1.280 3.314
H -10.869 1.559 1.982
H -9.141 1.974 1.823
H -10.678 -1.426 2.406
H -9.383 -0.888 3.416
H -8.833 -2.368 0.748
H -8.967 -3.093 2.320
H -7.020 -1.092 1.483
H -6.691 -3.276 0.793
H -6.604 -3.717 2.413
H -4.262 -3.144 1.678
H -4.964 -2.185 2.989
H -3.217 -0.472 2.031
H -3.681 0.116 0.426
H -2.686 -1.335 0.708
C -4.688 5.983 5.043
O -3.361 6.107 4.633
C -2.515 5.785 5.647
C -2.321 4.300 5.889
N -1.494 3.659 4.864
C -1.613 2.200 5.104
C -0.891 1.455 3.980
O -1.598 1.684 2.715
C -0.840 1.829 1.498
H -5.070 5.009 4.734
H -5.310 6.643 4.438
H -5.005 6.124 6.076
H -2.619 6.247 6.629
H -1.586 6.227 5.286
H -3.216 3.677 5.904
H -1.933 4.069 6.881
H -1.793 3.784 3.908
H -2.593 1.736 4.987
H -1.059 1.877 5.985
H -1.028 0.378 4.074
H 0.154 1.761 3.928
H -0.041 2.552 1.661
H -1.465 2.289 0.733
H -0.362 0.909 1.162
C 8.180 3.390 -5.342
O 7.186 2.344 -4.939
C 5.958 2.489 -5.627
C 5.025 1.299 -5.245
N 4.748 1.365 -3.854
C 3.743 0.371 -3.524
C 4.429 -1.027 -3.221
O 4.944 -1.701 -4.415
C 5.353 -3.070 -4.267
H 8.384 4.158 -4.595
H 8.022 3.980 -6.245
H 9.072 2.774 -5.450
H 6.080 2.565 -6.707
H 5.445 3.406 -5.337
H 5.333 0.314 -5.595
H 4.185 1.532 -5.900
H 5.663 1.262 -3.436
H 2.883 0.370 -4.194
H 3.298 0.645 -2.568
H 3.659 -1.683 -2.815
H 5.195 -0.899 -2.456
H 6.224 -3.124 -3.615
H 5.486 -3.599 -5.210
H 4.563 -3.565 -3.701
C 5.592 0.835 -0.008
O 4.659 1.775 -0.290
C 5.119 3.125 -0.001
C 3.987 3.981 -0.371
N 4.502 5.350 -0.124
C 3.442 6.345 -0.371
C 4.162 7.687 -0.414
O 3.283 8.815 -0.568
C 2.674 9.098 0.706
H 6.303 0.722 -0.827
H 5.209 -0.185 -0.033
H 6.092 1.036 0.940
H 6.044 3.370 -0.523
H 5.216 3.319 1.067
H 3.174 3.807 0.334
H 3.695 3.726 -1.389
H 5.348 5.493 -0.657
H 2.605 6.200 0.311
H 3.049 6.253 -1.384
H 4.745 7.775 -1.330
H 4.980 7.771 0.302
H 2.196 8.180 1.048
H 1.984 9.893 0.422
H 3.289 9.402 1.553
C 0.383 -2.773 -4.426
O 0.829 -3.028 -5.837
C 0.295 -4.271 -6.401
C 0.904 -4.486 -7.757
N 0.680 -3.360 -8.616
C 1.444 -3.325 -9.910
C 2.555 -2.343 -9.976
O 2.035 -1.100 -9.761
C 2.972 -0.053 -9.801
H 0.922 -1.966 -3.929
H 0.541 -3.695 -3.867
H -0.689 -2.582 -4.373
H -0.795 -4.259 -6.401
H 0.582 -5.160 -5.839
H 0.557 -5.413 -8.214
H 1.991 -4.450 -7.679
H 0.884 -2.585 -8.001
H 0.695 -3.221 -10.695
H 2.037 -4.238 -9.973
H 3.046 -2.469 -10.941
H 3.330 -2.502 -9.227
H 2.399 0.821 -9.490
H 3.263 0.205 -10.819
H 3.741 -0.323 -9.077
C -3.039 -1.078 -2.798
O -3.960 -0.378 -3.225
N -3.161 -2.383 -2.824
N -1.890 -0.587 -2.616
H -4.149 -2.392 -3.031
H -2.597 -3.198 -2.629
H -1.146 -1.024 -2.092
H -1.959 0.415 -2.730
C 2.798 -0.547 3.996
O 2.171 0.120 3.165
N 3.702 -1.441 3.704
N 2.578 -0.601 5.319
H 3.947 -1.436 2.724
H 3.946 -2.147 4.383
H 3.076 -1.300 5.852
H 2.014 0.118 5.750
C 1.182 -1.026 -0.075
O 0.957 -1.261 -1.243
N 1.958 -0.084 0.348
N 0.644 -1.653 0.879
H 2.221 0.516 -0.421
H 2.145 0.055 1.330
H 0.765 -1.508 1.871
H -0.120 -2.258 0.613
*
```

Output
Orbital gap = 0.2917 Eh
HOMO = -8.0 eV
LUMO level = -0.03 eV
Structure (SMILES) = COCCNCCOC.COCCNCCOC.COCCNCCOC.COCCNCCOC.COCCNCCOC.COCCNCCOC.NC(N)=O.NC(N)=O.NC(N)=O

---

b) The following is a quantum chemistry calculation of a 9-piece molecular cluster, C39H102N12O15 overall, from OMol25.

ORCA input file:
```
! wB97M-V def2-TZVPD RIJCOSX def2/J DEFGRID3
* xyz 0 1
C -4.293 -5.112 6.489
O -4.624 -6.246 6.703
N -4.132 -4.187 7.361
N -4.006 -4.661 5.314
H -3.936 -3.280 6.961
H -4.363 -4.440 8.311
H -4.273 -5.265 4.551
H -3.904 -3.660 5.222
C -2.154 0.326 -1.074
O -1.882 -0.304 -0.068
N -2.995 1.277 -1.153
N -1.594 0.125 -2.239
H -3.152 1.591 -2.100
H -3.698 1.345 -0.431
H -1.950 0.707 -2.984
H -0.932 -0.619 -2.406
C -5.340 3.575 -6.800
O -4.934 3.376 -5.668
N -6.589 3.839 -7.182
N -4.627 3.621 -7.893
H -7.289 3.863 -6.455
H -6.819 4.113 -8.127
H -5.100 3.625 -8.785
H -3.626 3.488 -7.878
C -1.156 15.364 8.047
O -0.491 14.941 6.882
C -0.954 13.742 6.206
C -0.036 13.354 5.034
N -0.500 12.103 4.406
C 0.127 11.890 3.138
C 0.023 10.367 2.886
O -1.360 10.036 2.688
C -1.750 8.648 2.556
H -1.248 14.628 8.846
H -2.209 15.499 7.799
H -0.812 16.329 8.419
H -1.957 13.854 5.794
H -0.960 12.907 6.907
H 0.998 13.257 5.367
H -0.099 14.077 4.220
H -1.500 12.121 4.268
H 1.167 12.214 3.111
H -0.343 12.383 2.288
H 0.482 9.887 3.751
H 0.614 10.152 1.996
H -0.951 7.907 2.557
H -2.296 8.609 1.614
H -2.508 8.362 3.285
C 7.741 11.835 3.311
O 7.865 10.758 2.360
C 6.715 10.607 1.474
C 7.060 9.515 0.480
N 5.891 9.019 -0.283
C 6.315 8.094 -1.356
C 5.081 7.764 -2.154
O 4.153 6.988 -1.290
C 3.002 6.375 -1.900
H 6.899 11.718 3.994
H 7.630 12.760 2.745
H 8.572 11.866 4.016
H 6.566 11.538 0.927
H 5.903 10.309 2.136
H 7.688 8.690 0.814
H 7.776 9.990 -0.191
H 5.110 8.711 0.279
H 6.831 7.241 -0.915
H 6.916 8.631 -2.090
H 5.322 7.170 -3.036
H 4.694 8.710 -2.533
H 3.334 5.937 -2.841
H 2.178 7.081 -2.004
H 2.654 5.654 -1.161
C 3.831 -2.730 -3.842
O 3.745 -2.201 -5.148
C 4.498 -1.006 -5.334
C 4.669 -0.722 -6.822
N 5.705 0.344 -6.972
C 5.954 0.503 -8.426
C 6.506 -0.738 -9.153
O 5.496 -1.362 -9.870
C 5.768 -2.566 -10.508
H 4.884 -2.858 -3.589
H 3.285 -3.672 -3.808
H 3.395 -2.104 -3.063
H 5.494 -1.003 -4.890
H 4.075 -0.107 -4.886
H 3.741 -0.351 -7.259
H 4.948 -1.707 -7.198
H 5.213 1.196 -6.742
H 6.646 1.314 -8.653
H 4.968 0.633 -8.871
H 6.927 -1.437 -8.430
H 7.154 -0.355 -9.941
H 6.767 -2.389 -10.905
H 5.146 -2.698 -11.394
H 5.646 -3.384 -9.797
C 0.881 -13.318 -3.836
O 1.444 -13.004 -2.560
C 0.609 -12.460 -1.585
C 1.348 -11.299 -0.865
N 2.324 -11.951 0.095
C 3.232 -11.032 0.776
C 2.555 -9.965 1.660
O 2.146 -8.819 0.920
C 1.534 -7.863 1.810
H 0.141 -14.099 -3.661
H 1.694 -13.677 -4.467
H 0.510 -12.483 -4.429
H 0.377 -13.299 -0.930
H -0.265 -12.003 -2.050
H 0.591 -10.782 -0.274
H 1.759 -10.543 -1.534
H 2.900 -12.663 -0.330
H 3.828 -10.557 -0.003
H 3.881 -11.607 1.436
H 3.366 -9.574 2.275
H 1.844 -10.393 2.367
H 1.156 -6.958 1.335
H 2.321 -7.589 2.514
H 0.801 -8.348 2.454
C -6.091 -1.256 2.413
O -5.473 -0.189 3.111
C -5.548 -0.145 4.544
C -4.408 0.612 5.305
N -3.077 -0.084 5.185
C -2.071 0.488 6.043
C -0.658 -0.123 5.733
O -0.458 -1.298 6.544
C 0.852 -1.786 6.677
H -6.029 -1.191 1.327
H -7.150 -1.449 2.585
H -5.651 -2.224 2.651
H -5.560 -1.157 4.948
H -6.511 0.332 4.729
H -4.822 0.857 6.283
H -4.225 1.618 4.926
H -2.718 0.054 4.252
H -2.324 0.449 7.102
H -2.012 1.564 5.877
H 0.195 0.540 5.881
H -0.507 -0.276 4.664
H 1.176 -2.050 5.670
H 0.780 -2.731 7.215
H 1.583 -1.101 7.105
C -6.877 -11.164 -1.423
O -6.363 -10.097 -0.726
C -5.044 -10.358 -0.147
C -4.765 -9.167 0.822
N -4.999 -7.868 0.113
C -3.751 -7.415 -0.626
C -3.998 -6.411 -1.774
O -4.892 -7.059 -2.724
C -5.508 -6.014 -3.596
H -6.265 -11.770 -2.091
H -7.690 -10.783 -2.040
H -7.264 -11.830 -0.652
H -4.187 -10.655 -0.752
H -5.223 -11.147 0.583
H -3.787 -9.194 1.303
H -5.479 -9.256 1.641
H -5.616 -8.217 -0.607
H -3.295 -8.259 -1.144
H -3.025 -6.987 0.067
H -2.997 -6.186 -2.141
H -4.489 -5.508 -1.411
H -6.107 -5.263 -3.081
H -6.302 -6.334 -4.271
H -4.773 -5.510 -4.224
*
```

Output
Orbital gap = 0.3234 Eh
HOMO = -8.5 eV
LUMO level = 0.30 eV
Structure (SMILES) = COCCNCCOC.COCCNCCOC.COCCNCCOC.COCCNCCOC.COCCNCCOC.COCCNCCOC.NC(N)=O.NC(N)=O.NC(N)=O

---

Which one sits at the top of the stability order? a) does.

---

a) The following is a quantum chemistry calculation of a 3-piece molecular cluster, C5H8N2O overall, from OMol25.

ORCA input file:
```
! wB97M-V def2-TZVPD RIJCOSX def2/J DEFGRID3
* xyz 0 1
C 2.098 -0.854 0.159
C 1.049 0.127 -0.148
C -0.819 0.588 0.664
C -1.351 0.303 -0.819
C 0.030 -0.136 -1.138
H 1.698 -1.508 1.161
H 3.402 -0.241 0.367
H 1.911 -1.785 -0.987
H 1.779 0.914 -0.365
H -2.180 0.442 2.368
H -2.879 0.309 0.870
H -2.111 -0.579 -1.258
H -1.318 1.553 -1.135
N 0.292 0.740 1.013
N -2.096 0.799 1.370
O 0.494 -0.672 -2.121
*
```

Output
Orbital gap = 0.3548 Eh
HOMO = -9.3 eV
LUMO level = 0.40 eV

---

b) The following is a quantum chemistry calculation of the molecule C5H8N2O, from OMol25.

ORCA input file:
```
! wB97M-V def2-TZVPD RIJCOSX def2/J DEFGRID3
* xyz 0 1
C 0.413 -1.779 0.819
N -0.831 -0.606 -1.086
C -0.804 -0.970 0.458
C -0.211 0.563 -1.064
C 0.026 0.948 0.709
C 0.368 1.422 -1.876
N 1.195 1.244 1.124
O -1.913 -1.116 0.958
H -1.789 -0.595 -1.424
H 1.171 1.908 1.904
H -0.879 1.376 1.167
H 0.605 -1.651 1.885
H 0.182 -2.830 0.630
H 1.286 -1.464 0.250
H 0.284 1.260 -2.946
H 0.897 2.290 -1.507
*
```

Output
Orbital gap = 0.2944 Eh
HOMO = -8.8 eV
LUMO level = -0.77 eV
Structure (SMILES) = [H]/N=C/C(=C)NC(C)=O

---

Which one sits at the top of the stability order? b) does.

---

a) The following is a quantum chemistry calculation of the molecule C2Cl3F, from OMol25.

ORCA input file:
```
! wB97M-V def2-TZVPD RIJCOSX def2/J DEFGRID3
* xyz 0 1
C 0.263 -0.537 0.499
C -0.179 0.555 -0.397
F 0.704 -0.336 1.710
Cl 0.127 -2.139 -0.062
Cl -0.822 0.323 -1.995
Cl -0.093 2.134 0.245
*
```

Output
Orbital gap = 0.3551 Eh
HOMO = -9.0 eV
LUMO level = 0.66 eV
Structure (SMILES) = FC(Cl)=C(Cl)Cl

---

b) The following is a quantum chemistry calculation of the molecule C2Cl3F, from OMol25.

ORCA input file:
```
! wB97M-V def2-TZVPD RIJCOSX def2/J DEFGRID3
* xyz 0 1
C 0.684 0.327 -0.010
C -0.673 -0.238 0.014
F 0.902 1.630 0.002
Cl 2.049 -0.692 -0.004
Cl -0.980 -1.892 -0.001
Cl -1.981 0.866 -0.001
*
```

Output
Orbital gap = 0.3549 Eh
HOMO = -9.0 eV
LUMO level = 0.67 eV
Structure (SMILES) = FC(Cl)=C(Cl)Cl

---

Which one sits at the top of the stability order? b) does.

---

a) The following is a quantum chemistry calculation of the molecule C5H7F2N, from OMol25.

ORCA input file:
```
! wB97M-V def2-TZVPD RIJCOSX def2/J DEFGRID3
* xyz 0 1
C 2.530 -0.707 -0.296
C 1.029 -0.588 -0.060
C 0.178 1.583 -0.594
C 3.692 -0.043 0.027
C -1.158 -0.135 0.496
N 0.091 0.367 -0.134
F 4.906 -0.494 -0.171
F 3.792 1.131 0.561
H 2.901 -1.687 -0.652
H 0.611 -1.524 -0.111
H -0.785 2.136 -0.717
H 1.042 1.857 -1.184
H -0.909 -0.421 1.491
H -2.103 0.514 0.416
H -1.699 -0.831 -0.080
*
```

Output
Orbital gap = 0.2725 Eh
HOMO = -6.6 eV
LUMO level = 0.82 eV

---

b) The following is a quantum chemistry calculation of the molecule C5H7F2N, from OMol25.

ORCA input file:
```
! wB97M-V def2-TZVPD RIJCOSX def2/J DEFGRID3
* xyz 0 1
C -1.034 -0.021 1.881
C 0.002 -0.067 0.816
C -0.480 0.529 -0.568
C 0.618 0.466 -1.509
C 1.579 0.422 -2.282
H -0.742 -0.386 2.869
H -1.342 1.034 2.088
H -1.956 -0.637 1.676
H -0.787 1.531 -0.295
H -1.322 -1.193 -1.246
H -2.431 -0.112 -0.523
H 2.385 0.441 -2.983
N -1.626 -0.205 -1.151
F 1.147 0.589 1.185
F 0.349 -1.392 0.643
*
```

Output
Orbital gap = 0.3923 Eh
HOMO = -9.9 eV
LUMO level = 0.79 eV
Structure (SMILES) = C#C[C@@H](N)C(C)(F)F

---

Which one sits at the top of the stability order? b) does.

---

a) The following is a quantum chemistry calculation of an isolated ion of composition C3H9N2O2 and charge +1, from OMol25.

ORCA input file:
```
! wB97M-V def2-TZVPD RIJCOSX def2/J DEFGRID3
* xyz 1 1
N 1.765 0.274 0.415
N 0.624 -0.318 -0.250
C -0.107 0.730 -1.075
C -1.055 1.219 -0.009
O -1.554 -0.032 0.497
C -0.464 -0.846 0.744
O -0.730 -2.145 0.538
H 2.603 0.016 -0.087
H 1.819 -0.082 1.362
H 0.952 -1.078 -0.847
H 0.610 1.454 -1.444
H -0.648 0.187 -1.846
H -0.495 1.711 0.789
H -1.875 1.836 -0.358
H -0.072 -0.697 1.752
H -1.371 -2.228 -0.180
*
```

Output
Orbital gap = 0.4566 Eh
HOMO = -15.8 eV
LUMO level = -3.34 eV
Structure (SMILES) = N[N@@H+]1CCO[C@H]1O

---

b) The following is a quantum chemistry calculation of a 2-piece molecular cluster, C3H9N2O2 overall, from OMol25.

ORCA input file:
```
! wB97M-V def2-TZVPD RIJCOSX def2/J DEFGRID3
* xyz 1 1
C -1.719 1.212 -0.061
C -1.724 -0.188 -0.337
C -1.265 -1.202 0.554
N 2.892 -0.512 -0.360
N 1.641 -0.355 -0.329
O 3.722 0.331 -0.030
O 1.271 0.871 0.138
H -2.476 1.769 -0.618
H -1.698 1.471 0.995
H -0.761 1.564 -0.495
H -1.301 -0.930 1.608
H -2.025 -0.494 -1.338
H -1.668 -2.193 0.349
H -0.182 -1.269 0.289
H 3.187 -1.439 -0.712
H 2.106 1.363 0.348
*
```

Output
Orbital gap = 0.2699 Eh
HOMO = -13.7 eV
LUMO level = -6.36 eV

---

c) The following is a quantum chemistry calculation of a 3-piece molecular cluster, C3H9N2O2 overall, from OMol25.

ORCA input file:
```
! wB97M-V def2-TZVPD RIJCOSX def2/J DEFGRID3
* xyz 1 1
C 2.118 1.094 -0.738
C 1.150 1.998 -0.447
N -0.041 1.315 -0.470
C 0.177 0.044 -0.797
N 1.474 -0.090 -0.996
H 3.162 1.265 -0.927
H 1.371 3.024 -0.235
H -0.962 1.699 -0.333
H -0.602 -0.694 -0.866
H 1.935 -0.950 -1.242
H -0.298 -0.710 2.680
H -1.439 -0.775 1.617
O -0.482 -0.755 1.735
H -2.915 -1.946 0.979
H -2.281 -2.705 -0.157
O -2.367 -1.813 0.197
*
```

Output
Orbital gap = 0.4197 Eh
HOMO = -14.2 eV
LUMO level = -2.79 eV

---

Which one sits at the top of the stability order? c) does.